# C4H29N2O9S

A 10-piece molecular cluster, C4H29N2O9S overall at a distorted geometry (ωB97M-V/def2-TZVPD, OMol25).

```
45
Properties=species:S:1:pos:R:3:lowdin_charge:R:1
C 2.625 1.700 -0.685 -0.25
N 2.084 1.139 0.578 -0.07
C 0.587 1.114 0.609 -0.29
N 0.141 -0.279 0.388 0.02
C 2.465 0.857 -1.954 -0.29
C 1.424 1.401 -2.921 -0.68
S -0.214 0.582 -2.801 0.38
H 2.144 2.757 -0.804 0.13
H 3.709 1.849 -0.498 0.10
H 2.467 0.194 0.705 0.08
H 0.162 1.834 -0.148 0.10
H 0.276 1.422 1.599 0.07
H -0.833 -0.357 0.672 0.02
H 0.206 -0.599 -0.579 -0.01
H 2.220 -0.176 -1.676 0.08
H 3.434 0.743 -2.490 0.10
H 1.299 2.455 -2.807 0.03
H 1.806 1.279 -3.936 0.03
H -1.900 1.461 2.584 0.00
H -1.079 0.299 3.245 -0.01
O -1.959 0.567 2.953 -0.07
H -0.372 -2.049 1.918 0.03
H 1.002 -2.736 1.940 0.02
O 0.222 -2.552 2.514 -0.09
H -0.404 -2.799 -1.562 0.02
H 0.885 -2.501 -2.386 0.04
O 0.578 -3.032 -1.631 -0.11
H -2.183 -1.571 -0.942 -0.02
H -1.868 -1.479 -2.423 0.04
O -1.948 -2.131 -1.655 -0.08
H 1.061 0.206 2.968 -0.01
H 0.494 -1.119 3.400 0.04
O 0.532 -0.134 3.658 -0.07
H 1.860 -1.592 0.561 0.00
H 1.552 -2.899 -0.237 0.01
O 2.052 -2.559 0.556 -0.11
H -0.892 3.332 1.567 0.03
H -1.980 2.671 0.764 0.00
O -1.714 2.906 1.657 -0.04
H -1.720 1.984 -1.579 -0.07
H -2.403 1.070 -0.619 0.00
O -2.261 1.982 -0.797 -0.08
H -2.888 -1.760 1.316 -0.01
H -2.566 -0.364 1.704 0.02
O -2.783 -0.962 0.932 -0.05
```

The calculation puts the total energy at -1354.7534 a.u. The spin multiplicity is 1. The orbital gap comes out at 7.2 eV. As for the net charge: -1.